Record 1
{"formula": "C9H17BF4HgN3S", "method": "wB97M-V/def2-TZVPD", "e_homo_ev": [-8.01, -9.27], "homo_lumo_gap_ev": [8.52, 7.21], "multiplicity": 2, "mol_weight_g_mol": 486.7, "total_energy_ha": -1493.5849, "s_squared": 0.756, "elements": ["H", "H", "H", "F", "H", "H", "C", "H", "C", "H", "N", "C", "Hg", "S", "N", "H", "B", "F", "C", "C", "H", "H", "C", "C", "H", "H", "N", "H", "F", "H", "H", "C", "H", "H", "C", "F"], "xyz": [[4.0792, -0.1010, -0.7690], [2.9907, -2.2980, -0.3100], [-3.7380, 0.9642, 2.1864], [1.0911, -2.8647, 2.3786], [-0.0615, 1.6633, 1.7740], [-1.2430, 0.8187, 2.7590], [3.2913, -0.4728, -1.4216], [-0.8431, 3.1919, -0.1201], [0.9791, -1.7472, -2.3078], [-1.9475, 4.0448, 0.9709], [-1.9063, -0.0491, -0.6700], [1.9462, 0.1052, -1.0184], [-1.9849, -2.7891, -1.0837], [-0.3430, -2.4290, -3.1917], [2.1149, -2.4302, -2.2036], [-1.1252, 2.5912, 2.8515], [0.2756, -2.2244, 1.4627], [0.4259, -0.8198, 1.5470], [-1.8516, 3.1931, 0.2958], [-3.5263, 1.9052, 1.6773], [2.0650, -3.3958, -2.4791], [4.1276, -2.4613, -1.6631], [-1.0659, 1.7273, 2.1871], [3.2047, -1.9874, -1.3349], [-4.2838, 2.0593, 0.9073], [1.9171, 1.1817, -1.1846], [0.9040, -0.5106, -1.8414], [-2.5653, 3.3163, -0.5196], [-1.0858, -2.5626, 1.6299], [3.5229, -0.1833, -2.4493], [1.7401, -0.0924, 0.0340], [-2.1148, 1.8962, 1.0798], [-3.5956, 2.7156, 2.4041], [-0.0234, -0.1141, -1.8221], [-2.0045, 0.7836, 0.1171], [0.6340, -2.6248, 0.1273]]}

=====

Record 2
{"formula": "C7H13NO2Si", "method": "wB97M-V/def2-TZVPD", "e_homo_ev": -10.54, "relative_energy_kcal_mol": 0.0, "homo_lumo_gap_ev": 11.19, "multiplicity": 1, "mol_weight_g_mol": 171.3, "smiles": "COC(=O)[C@@H](C#N)[Si](C)(C)C", "total_energy_ha": -769.2336, "elements": ["C", "H", "C", "C", "N", "H", "H", "H", "H", "C", "H", "O", "H", "H", "H", "C", "H", "C", "H", "O", "H", "Si", "H", "C"], "xyz": [[0.1118, 0.7639, -0.7819], [-2.7994, -0.9101, -2.1439], [2.6670, 1.8075, 1.7038], [-2.7065, -0.3828, -1.2231], [0.5566, 0.2655, -3.2269], [-0.1589, -2.5341, -1.4777], [2.5924, 0.9873, 2.4127], [0.0259, -3.1103, 0.1931], [-3.6977, -0.5542, -0.8768], [0.3365, 0.5999, -2.1582], [1.0245, -1.7910, -0.6887], [2.2474, -0.0573, -0.1719], [-0.3499, -0.8981, 2.0509], [2.6318, 2.7668, 2.1422], [-2.7130, 0.7218, -1.5158], [-0.0165, -2.2412, -0.5249], [-2.2460, -0.9641, 1.8422], [1.4061, 0.7926, 0.0310], [-1.3103, 0.6488, 1.8594], [1.5343, 1.8166, 0.8492], [3.5278, 1.7312, 1.1646], [-1.0407, -0.6893, -0.2478], [-0.2819, 1.7290, -0.7742], [-1.3412, -0.4984, 1.5628]]}

=====

Record 3
{"formula": "C5H15N2O2", "method": "wB97M-V/def2-TZVPD", "e_homo_ev": -3.84, "relative_energy_kcal_mol": 27.4, "homo_lumo_gap_ev": 7.59, "multiplicity": 1, "mol_weight_g_mol": 135.2, "charge": -1, "total_energy_ha": -459.4548, "elements": ["C", "C", "O", "H", "H", "N", "H", "H", "H", "H", "H", "H", "N", "O", "H", "H", "H", "H", "C", "C", "H", "H", "C", "H"], "xyz": [[-1.6851, 0.6773, 1.2079], [-0.4233, -0.2889, 1.2930], [-1.5569, 1.9234, -1.5882], [0.3363, 2.2480, -0.2131], [-0.4917, -2.4473, -0.8297], [1.3265, 2.1177, -0.0557], [-0.8664, -1.2705, 1.2443], [-2.0514, 1.1716, -0.7873], [1.0235, -3.1271, -1.3158], [0.4251, -3.4699, 0.3591], [-2.3390, 0.3430, 2.0250], [2.3310, 0.4428, -0.7678], [1.2936, -1.6073, 0.0991], [-2.4383, 0.3506, 0.0320], [-0.1842, -0.3876, -0.8661], [2.2329, 0.7075, 0.9609], [-2.1566, 1.9627, -2.3392], [2.0961, -1.4509, -0.4869], [0.5122, -2.7617, -0.4534], [1.6320, 0.6703, 0.0396], [0.1482, 0.1830, 2.0671], [1.7362, 2.5943, -0.8499], [0.4370, -0.3184, 0.0345], [-1.3377, 1.7376, 1.1906]]}